This record from the Open Molecules 2025 dataset describes 9 unconnected molecules or ions with the total composition C40H105N7O14 at a distorted geometry. The level of theory is ωB97M-V/def2-TZVPD.

Structure (ORCA input):
```
! RIJCOSX wB97M-V def2-TZVPD def2/J DEFGRID3
* xyz 0 1
C 27.36 1.05 -8.79
O 25.94 0.98 -8.92
H 27.76 1.31 -9.77
H 27.66 1.76 -8.02
H 27.84 0.10 -8.51
H 25.73 0.06 -9.10
C 30.86 6.43 -6.29
O 30.30 5.25 -5.72
H 31.39 7.01 -5.53
H 31.56 6.24 -7.10
H 30.08 7.10 -6.67
H 29.39 5.49 -5.51
C 23.87 1.50 -14.36
O 23.64 2.89 -14.43
C 24.72 3.61 -14.97
C 24.30 5.07 -15.06
N 23.83 5.61 -13.78
C 24.94 6.02 -12.90
C 24.44 6.77 -11.70
O 23.90 5.82 -10.80
C 23.55 6.40 -9.57
H 22.98 0.97 -14.70
H 24.13 1.22 -13.33
H 24.71 1.16 -14.97
H 24.93 3.24 -15.98
H 25.65 3.45 -14.41
H 23.51 5.14 -15.80
H 25.13 5.69 -15.40
H 23.39 4.83 -13.32
H 25.67 6.58 -13.49
H 25.47 5.15 -12.49
H 23.65 7.51 -11.92
H 25.26 7.36 -11.27
H 22.88 7.25 -9.77
H 24.42 6.80 -9.04
H 23.01 5.70 -8.95
C 22.87 2.03 -4.17
O 22.30 3.28 -3.83
C 22.18 4.15 -4.94
C 20.99 5.07 -4.75
N 20.49 5.50 -6.05
C 21.40 6.44 -6.71
C 21.53 7.82 -6.07
O 20.24 8.25 -5.69
C 20.24 9.54 -5.12
H 23.94 2.10 -4.40
H 22.26 1.56 -4.95
H 22.76 1.39 -3.29
H 21.99 3.60 -5.87
H 23.11 4.73 -5.01
H 21.23 5.88 -4.04
H 20.20 4.51 -4.24
H 19.67 6.08 -5.88
H 21.03 6.61 -7.72
H 22.41 6.03 -6.86
H 22.04 8.51 -6.75
H 22.20 7.79 -5.19
H 20.19 10.33 -5.88
H 21.10 9.70 -4.47
H 19.31 9.64 -4.57
C 28.40 5.76 -0.65
O 28.60 4.40 -0.44
C 28.42 4.03 0.91
C 28.77 2.57 1.08
N 30.22 2.36 1.11
C 30.51 0.95 1.30
C 31.98 0.60 1.06
O 32.24 -0.01 -0.18
C 31.91 0.77 -1.32
H 28.94 6.40 0.05
H 27.35 6.08 -0.66
H 28.84 5.94 -1.64
H 27.38 4.21 1.23
H 29.00 4.64 1.61
H 28.32 2.01 0.25
H 28.35 2.22 2.03
H 30.56 2.64 0.20
H 29.97 0.27 0.61
H 30.14 0.64 2.28
H 32.27 -0.11 1.84
H 32.60 1.49 1.24
H 32.73 1.47 -1.50
H 30.91 1.19 -1.26
H 31.87 0.06 -2.15
C 19.80 5.76 -11.27
O 20.67 4.87 -10.62
C 21.16 3.84 -11.44
C 21.73 2.76 -10.52
N 20.83 2.44 -9.41
C 21.56 1.90 -8.27
C 22.02 0.48 -8.41
O 20.93 -0.39 -8.56
C 21.26 -1.73 -8.35
H 20.38 6.37 -11.99
H 19.26 6.38 -10.56
H 19.04 5.26 -11.89
H 22.00 4.20 -12.03
H 20.44 3.40 -12.14
H 22.68 3.16 -10.11
H 22.01 1.88 -11.10
H 20.54 3.36 -9.09
H 20.90 1.94 -7.39
H 22.41 2.56 -8.03
H 22.64 0.21 -7.54
H 22.67 0.40 -9.30
H 21.84 -1.90 -7.43
H 21.94 -2.10 -9.15
H 20.34 -2.30 -8.38
C 22.77 10.29 -1.35
O 24.16 10.41 -1.19
C 24.87 9.29 -1.66
C 26.28 9.39 -1.11
N 27.34 9.93 -1.96
C 28.65 9.86 -1.34
C 29.74 10.04 -2.35
O 29.57 11.28 -2.99
C 30.05 11.33 -4.32
H 22.25 11.15 -0.93
H 22.40 9.42 -0.78
H 22.50 10.22 -2.41
H 24.87 9.19 -2.76
H 24.40 8.37 -1.29
H 26.65 8.42 -0.77
H 26.22 10.02 -0.21
H 27.20 10.93 -2.11
H 28.77 8.88 -0.85
H 28.77 10.51 -0.45
H 29.73 9.17 -3.01
H 30.74 10.07 -1.89
H 31.15 11.30 -4.34
H 29.70 12.27 -4.73
H 29.70 10.46 -4.88
C 30.25 2.79 -9.89
C 30.83 4.13 -10.29
C 31.86 4.07 -11.39
O 31.30 3.54 -12.57
C 32.23 3.44 -13.62
N 29.68 4.94 -10.88
H 31.04 2.04 -9.74
H 29.64 2.36 -10.69
H 29.65 2.86 -8.98
H 31.13 4.77 -9.47
H 32.70 3.44 -11.03
H 32.27 5.06 -11.62
H 32.79 2.50 -13.53
H 32.95 4.26 -13.61
H 31.68 3.45 -14.55
H 28.83 4.60 -10.43
H 29.51 4.55 -11.81
C 27.12 5.18 -8.16
C 26.20 4.59 -7.13
C 25.96 5.45 -5.88
O 27.18 6.00 -5.51
C 27.12 6.73 -4.30
N 24.95 4.10 -7.73
H 27.17 4.55 -9.05
H 28.16 5.24 -7.82
H 26.91 6.20 -8.49
H 26.75 3.70 -6.75
H 25.56 4.76 -5.13
H 25.23 6.23 -6.15
H 26.38 7.53 -4.37
H 28.10 7.18 -4.14
H 26.90 6.05 -3.47
H 25.21 3.37 -8.40
H 24.47 3.61 -6.98
*
```

Results
- E_tot: -3023.323792 Ha
- SMILES string: COC[C@H](C)N.COC[C@H](C)N.COCCNCCOC.COCCNCCOC.COCCNCCOC.COCCNCCOC.COCCNCCOC.CO.CO
- Gap between HOMO and LUMO: 8.8128 eV
- E_HOMO: -8.48 eV